[1]
# C4H15N2O2

3 unconnected molecules or ions with the total composition C4H15N2O2 at a distorted geometry (ωB97M-V/def2-TZVPD, the OMol25 dataset).

Cartesian coordinates (Å):
C  -0.15872  -1.46213  -0.76883
C  -1.27251  -0.63024  0.01818
C  -0.59759  0.33991  0.93252
C  -0.51578  1.68798  0.68429
N  -0.14865  2.55909  1.65219
N  1.11700  -1.49738  -0.05915
H  0.03719  -0.91863  -1.75486
H  -0.53511  -2.48758  -1.13021
H  -1.79840  -0.01940  -0.70804
H  -1.99400  -1.22286  0.59782
H  -0.50166  -0.07527  1.97997
H  -0.70995  2.27753  -0.27643
H  -0.09058  2.33216  2.63458
H  -0.04801  3.55218  1.43276
H  1.90709  -1.25234  -0.66997
H  1.37266  -0.78677  0.67184
H  1.36098  -2.39711  0.35710
H  -2.08597  1.92906  -4.14683
H  -3.10206  1.07045  -3.59987
O  -2.19456  1.00566  -3.90080
H  3.51877  -0.64056  1.62870
H  3.38326  -1.82648  2.63947
O  3.05656  -1.53727  1.78556

Values from the calculation:
spin multiplicity	2
LUMO (alpha / beta)	-0.27518 / -0.40881	Ha
F_max	3.81	eV/A
energy	-420.70111	Eh
M	123.2	g/mol
total charge	+2

[2]
# C23H25N5O3S

C23H25N5O3S in the gas phase at a distorted geometry (ωB97M-V/def2-TZVPD, the OMol25 dataset).

Cartesian coordinates (Å):
C  3.04236  3.67100  3.35102
H  3.69822  3.56414  2.49076
H  2.51789  4.61960  3.26535
H  3.65433  3.69321  4.24997
C  2.04150  2.51558  3.42177
C  1.12859  2.52887  2.21942
C  1.63305  2.36176  0.93309
C  0.79039  2.38221  -0.16374
C  -0.56162  2.57886  0.02553
C  -1.08792  2.74706  1.29050
C  -0.23965  2.72182  2.38352
H  -0.64338  2.85662  3.37678
H  -2.14952  2.90671  1.40028
S  -1.68565  2.53883  -1.37076
O  -0.91770  2.43706  -2.58384
O  -2.63550  3.60727  -1.25395
C  -2.47017  0.97450  -1.07473
N  -3.77246  0.72636  -0.86357
N  -3.96169  -0.51393  -0.62617
N  -2.77263  -1.13620  -0.66519
C  -2.49020  -2.46136  -0.45855
C  -3.49584  -3.38408  -0.17573
C  -3.15979  -4.70353  0.02188
C  -1.82841  -5.10629  -0.05882
C  -0.83316  -4.19628  -0.33785
C  -1.13701  -2.84598  -0.54695
C  -0.15358  -1.81043  -0.85421
N  -0.48944  -0.55250  -1.02574
C  -1.77750  -0.22702  -0.94469
N  1.13537  -2.14262  -1.03164
H  1.46506  -3.03331  -0.69231
C  2.17310  -1.16446  -1.23595
H  1.69721  -0.21668  -1.48499
C  3.02952  -1.02565  0.03590
H  2.40119  -0.61192  0.83443
C  4.29287  -0.19316  -0.20943
H  4.57992  0.33630  0.69951
H  4.15223  0.52675  -1.01171
C  5.33332  -1.26312  -0.53580
H  5.26831  -1.55444  -1.58424
C  4.87859  -2.40771  0.36624
H  5.29838  -2.29707  1.37563
O  3.46468  -2.32293  0.43872
H  5.14183  -3.39602  -0.01712
H  6.35104  -0.94810  -0.32025
H  2.80289  -1.50137  -2.06498
H  0.18883  -4.53886  -0.39501
H  -1.57428  -6.14345  0.09819
H  -3.92804  -5.42913  0.23976
H  -4.51351  -3.03239  -0.12212
H  1.15492  2.26169  -1.17131
H  2.69259  2.22076  0.78309
C  2.76791  1.17470  3.54750
H  2.05310  0.35502  3.57289
H  3.44093  1.01933  2.70832
H  3.35346  1.15059  4.46383
H  1.42640  2.65275  4.31752

Values from the calculation:
LUMO	-0.00471	Ha
F_max	1.82	eV/A
energy	-1789.11728	Eh
M	451.6	g/mol
SMILES string	CC(C)c1ccc(S(=O)(=O)c2nnn3c2nc(NC[C@@H]2CCCO2)c2ccccc23)cc1

[3]
# C40H62N11O7

11 unconnected molecules or ions with the total composition C40H62N11O7 at a distorted geometry (ωB97M-V/def2-TZVPD, the OMol25 dataset).

Cartesian coordinates (Å):
C  58.84100  4.52600  56.97200
C  59.75100  5.58300  57.24700
C  60.60500  6.01900  55.93400
C  59.67400  6.75000  54.85300
C  59.26400  8.00500  55.44500
C  58.38800  7.90600  56.84700
N  59.00100  6.79800  57.65600
O  58.63700  6.85800  58.94400
C  56.97000  7.41800  56.45000
C  58.59100  9.25400  57.55400
C  60.86700  5.06800  58.31500
H  59.23900  3.57700  56.65500
H  57.90900  4.76500  56.32100
H  58.25900  4.34700  57.82700
H  61.07300  5.05700  55.50600
H  61.39200  6.66500  56.17300
H  58.89800  6.11400  54.47500
H  60.40600  6.85900  54.00100
H  58.81200  8.59200  54.68700
H  60.13500  8.62000  55.61400
H  56.42200  8.37600  55.95800
H  56.32500  7.12400  57.30800
H  56.81400  6.59100  55.77600
H  58.05500  9.17000  58.44000
H  58.37700  10.06700  57.01500
H  59.77100  9.31600  57.79700
H  61.59200  4.41900  57.87500
H  60.46300  4.38700  59.12100
H  61.29700  5.98700  58.92600
N  61.97800  10.06400  60.25000
C  61.71400  10.59300  58.96400
C  62.12800  9.50500  58.03800
C  62.81800  8.42000  58.74800
C  62.67300  8.81100  60.17600
H  61.52400  10.53400  61.16500
H  61.18400  11.42300  59.08200
H  62.22400  9.59300  56.90100
H  63.29200  7.61700  58.38200
H  63.13100  8.34500  61.16100
N  54.97700  6.82600  59.78600
C  54.76600  5.60400  59.23000
C  55.80100  4.65300  59.75100
C  56.69700  5.40300  60.70100
C  56.01500  6.80200  60.63800
H  54.41500  7.77100  59.60100
H  54.09200  5.58700  58.53700
H  56.08300  3.55100  59.57300
H  57.59800  5.08600  61.22100
H  56.42100  7.73800  61.10500
N  53.45900  0.61000  56.50500
C  54.80500  0.68800  56.45800
C  55.37600  2.08800  56.22200
C  54.03900  2.84800  56.27800
C  52.85800  1.86300  56.47600
H  53.05300  -0.26400  56.58800
H  55.39200  -0.20400  56.46300
H  56.39200  2.40600  56.06400
H  54.05600  3.98800  56.36600
H  51.92800  2.08200  56.55900
N  57.93600  8.38100  49.67300
C  58.18800  7.58000  50.74500
C  59.54000  7.08300  50.74500
C  60.20100  7.79300  49.58500
C  59.11800  8.65300  48.93700
H  56.84500  8.62400  49.49800
H  57.40300  7.13900  51.36900
H  59.94200  6.28900  51.53200
H  61.19700  7.70600  49.34300
H  59.24600  9.39400  48.11700
N  53.89100  7.99700  53.66300
C  52.93200  6.96900  53.91000
C  53.62600  5.65800  53.88000
C  55.00000  6.00800  53.66300
C  55.13700  7.48100  53.38200
H  53.70400  9.19100  53.74300
H  51.93900  7.01500  54.03000
H  53.12800  4.73200  53.92900
H  55.74000  5.24600  53.51100
H  56.00200  8.14700  53.04900
N  63.95600  2.44000  53.54800
C  62.96000  2.64100  54.44600
C  63.26800  1.95900  55.67100
C  64.69100  1.40200  55.39300
C  65.10900  1.76100  53.97600
H  63.88300  2.68600  52.62300
H  61.88300  3.16200  54.48800
H  62.56700  1.98200  56.47600
H  65.25600  0.84500  56.01700
H  66.01500  1.59600  53.33800
N  54.56500  10.11600  60.71500
C  54.81700  10.17000  59.37800
C  53.66000  9.51500  58.67400
C  52.66000  9.18600  59.70100
C  53.29800  9.48800  61.02800
H  55.31200  10.16200  61.51000
H  55.76100  10.60100  58.94000
H  53.50300  9.16600  57.62100
H  51.70900  8.59000  59.62100
H  52.91600  9.18600  62.04500
C  56.64000  12.37100  55.13200
N  56.71400  11.44000  53.91900
O  57.22800  10.29200  54.03500
O  56.61700  11.87800  52.79100
H  56.96800  11.70500  55.98200
H  55.67800  12.65300  54.99000
H  57.21600  13.06400  54.82600
C  58.49100  1.84500  52.25400
N  58.49000  3.01900  53.11500
O  58.25300  2.79600  54.33700
O  59.12700  4.01800  52.62700
H  57.47500  1.40600  52.68300
H  59.24300  1.01600  52.41500
H  58.50100  2.29000  51.19400
C  58.73500  13.74200  59.87400
N  57.57300  12.99800  59.71500
O  56.51900  13.57700  60.07400
O  57.65900  11.85800  59.34100
H  58.53300  14.45600  60.73900
H  59.39100  14.26000  59.00900
H  59.37600  13.04500  60.42400

Values from the calculation:
LUMO	-0.19050	Ha
F_max	11.20	eV/A
energy	-2689.05652	Eh
M	809.0	g/mol
total charge	+1

Across the entries above, energy above the lowest of the compared OMol25 structures with the same formula, charge and spin takes the values 22.0; 89.0; 0.0 kcal/mol, respectively.